Model one:
Computed, not measured: C4H9OS in the gas phase, with ωB97M-V with the def2-TZVPD basis set.

```
15
Properties=species:S:1:pos:R:3
C -0.52373 -1.34103 -1.02795
O -1.28980 -2.12078 -1.79115
C -1.19790 -0.08344 -0.29368
C -0.51775 1.28502 -0.39810
C 1.00727 1.34591 0.01130
S 1.25857 0.51838 1.65395
H 0.33587 -0.90440 -1.57094
H -0.10918 -1.99723 -0.21361
H -2.26568 -0.01962 -0.55923
H -1.16761 -0.43420 0.72023
H -0.68007 1.65772 -1.42238
H -0.92677 1.92392 0.38452
H 1.40707 2.33926 0.26691
H 1.77116 0.89281 -0.65838
H 0.89751 -0.68700 1.18129
```

For the frontier orbital gap (alpha / beta), the calculation gives 10.1 / 7.6 eV. The expectation value of S² is 0.7549. Its charge is 0. The LUMO energy (alpha / beta) is 0.83 / -1.66 eV. The HOMO energy (alpha / beta) comes out at -9.2947 / -9.3038 eV. Its spin multiplicity is 2.


Model two:
Computed, not measured: 2 unconnected molecules or ions with the total composition C4H9OS, with ωB97M-V with the def2-TZVPD basis set.

```
15
Properties=species:S:1:pos:R:3
C 2.90675 0.71451 0.70381
S 1.42480 0.12358 -0.22706
H 2.60428 0.92890 1.71478
H 3.67649 -0.11453 0.71785
H 3.42285 1.61026 0.25761
O -1.86119 -1.19991 1.07998
C -1.25550 -1.23954 -0.00391
C -1.47911 -0.14481 -1.04205
C -1.69128 1.20059 -0.30856
H -0.40355 -2.00555 -0.18199
H -2.31331 -0.53275 -1.60839
H -0.60232 -0.02761 -1.69521
H -2.60237 1.20767 0.29556
H -1.75157 2.08898 -0.94566
H -0.82292 1.28208 0.34291
```

For the frontier orbital gap (alpha / beta), the calculation gives 10.3 / 7.0 eV. The expectation value of S² is 0.7529. Its charge is 0. The LUMO energy (alpha / beta) is 0.74 / -2.21 eV. The HOMO energy (alpha / beta) comes out at -9.5295 / -9.2017 eV. Its spin multiplicity is 2.


On energetic grounds, model two is preferred over the next structure by 62.8 kJ/mol.


Model one:
Computed, not measured: H3N3O3S in the gas phase, with ωB97M-V with the def2-TZVPD basis set.

```
10
Properties=species:S:1:pos:R:3
N 0.11918 -0.95697 1.16867
N 0.56560 -0.50753 -0.02543
N 0.00756 -0.53819 -1.21175
O 0.80586 -0.38915 -2.14404
S -1.11366 1.18315 -0.71927
O 0.11674 1.88668 -0.43140
O -1.74634 0.61618 0.41689
H 0.63548 -0.29707 1.85905
H -0.90638 -0.67014 1.26196
H 1.51597 -0.32695 -0.17470
```

For the frontier orbital gap (alpha / beta), the calculation gives 8.3 / 8.3 eV. Its SMILES is NN[N+]([O-])=S(=O)=O. Its charge is 0. The LUMO energy (alpha / beta) is -1.35 / -1.35 eV. The HOMO energy (alpha / beta) comes out at -9.6381 / -9.6371 eV.


Model two:
Computed, not measured: H3N3O3S in the gas phase, with ωB97M-V with the def2-TZVPD basis set.

```
10
Properties=species:S:1:pos:R:3
N 1.32848 0.39675 0.82710
N 0.84054 -0.70425 0.13998
N -0.40457 -0.98358 -0.02542
O -0.75566 -1.94700 -0.67696
S -1.88973 0.44076 -0.03411
O -2.16351 0.47395 -1.45046
O -1.00829 1.50628 0.41395
H 2.09261 0.96255 0.24109
H 0.47833 1.01194 1.00546
H 1.48180 -1.15742 -0.44062
```

For the frontier orbital gap, the calculation gives 9.2 eV. Its SMILES is NN[N+]([O-])=S(=O)=O. Its charge is 0. The LUMO energy is -0.57 eV. The HOMO energy comes out at -9.7440 eV.


On energetic grounds, model two is preferred over the next structure by 59.3 kJ/mol.


Model one:
Computed, not measured: 2 unconnected molecules or ions with the total composition C5H6Si, with ωB97M-V with the def2-TZVPD basis set.

```
12
Properties=species:S:1:pos:R:3
C 2.61694 0.79573 -0.66941
C 0.11926 -3.29475 -0.32426
C 1.86676 -0.01596 -0.20410
C 0.53598 -2.20304 0.01425
C -1.91176 1.73106 0.40017
Si 0.63086 -0.62135 0.97148
H 3.44677 1.21528 -1.12494
H 0.07528 -4.22825 -0.73756
H -1.97733 1.77129 1.45726
H -1.59461 2.59314 -0.18801
H -2.68176 1.00864 -0.08801
H -1.12639 1.24821 0.49315
```

For the frontier orbital gap, the calculation gives 8.0 eV. Its charge is 0. The LUMO energy is -1.09 eV. The HOMO energy comes out at -9.1272 eV.


Model two:
Computed, not measured: 2 unconnected molecules or ions with the total composition C5H6Si, with ωB97M-V with the def2-TZVPD basis set.

```
12
Properties=species:S:1:pos:R:3
C 0.81430 -0.12993 2.28843
C 0.72758 -1.43079 2.05072
C -0.65129 1.47372 -2.22583
C -1.59705 1.00994 -1.38999
C 1.20310 -0.56038 0.94040
Si -0.39169 -0.30917 -1.40320
H 0.67271 0.69761 2.88996
H 0.67369 -2.39644 2.47166
H -0.52955 2.27028 -2.91882
H -2.56504 1.45446 -1.13215
H 2.20638 -0.69236 0.62109
H -0.84015 -1.63300 -1.55340
```

For the frontier orbital gap (alpha / beta), the calculation gives 7.3 / 7.3 eV. Its charge is 0. The LUMO energy (alpha / beta) is 0.39 / 0.39 eV. The HOMO energy (alpha / beta) comes out at -6.9596 / -6.9609 eV.


On energetic grounds, model one is preferred over the next structure by 156.6 kJ/mol.


Model one:
Computed, not measured: C12H13N3O4S2 in the gas phase, with ωB97M-V with the def2-TZVPD basis set.

```
34
Properties=species:S:1:pos:R:3
C -3.51297 -2.74203 -1.62147
S -3.08641 -3.79383 -0.21347
O -4.11416 -4.84724 -0.16386
O -1.74018 -4.45411 -0.31245
C -3.10911 -2.84269 1.23907
C -1.93338 -1.83756 1.30334
N -2.29981 -0.58867 1.29435
C -1.29425 0.17989 1.19414
N -1.53607 1.50911 1.31400
C -0.65327 2.53928 1.51282
O -0.83544 3.36738 2.35802
N 0.54272 2.79387 0.89550
O 0.85191 2.32800 -0.45747
C 2.15980 1.99159 -0.63105
C 2.58949 1.49720 -1.89006
C 3.89736 1.08353 -2.16159
C 4.86311 1.49248 -1.28344
C 4.55885 1.94248 0.00825
C 3.19638 2.20948 0.29252
C -0.10774 -0.48268 1.07794
S -0.26542 -2.19201 1.14911
H -2.89385 -1.75112 -1.74914
H -3.33029 -3.36823 -2.53462
H -4.48560 -2.45433 -1.67287
H -3.04027 -3.63777 2.00946
H -4.00761 -2.31624 1.16247
H -2.48012 1.77882 1.64818
H 0.68186 3.77545 0.95340
H 1.97159 1.33218 -2.71103
H 4.21973 0.78430 -3.21094
H 5.99149 1.47042 -1.52921
H 5.32379 2.31546 0.65336
H 3.09143 2.89152 1.11775
H 0.78644 0.02605 0.95899
```

For the frontier orbital gap, the calculation gives 9.1 eV. Its SMILES is CS(=O)(=O)Cc1nc(NC(=O)NOc2ccccc2)cs1. Its charge is 0. The LUMO energy is 0.28 eV. The HOMO energy comes out at -8.7932 eV.


Model two:
Computed, not measured: C12H13N3O4S2 in the gas phase, with ωB97M-V with the def2-TZVPD basis set.

```
34
Properties=species:S:1:pos:R:3
C -5.27538 -1.27662 -1.88045
C -4.43478 -0.85970 -0.73565
N -3.37830 -1.46925 -0.33839
C -2.79803 -0.86496 0.73553
C -1.49348 -1.39043 1.24451
N -0.42026 -1.05943 0.31209
S -0.16570 0.59327 0.14683
O -0.77389 1.07438 -1.06248
O -0.50643 1.24138 1.37863
C 1.62222 0.68220 -0.05188
C 2.37650 -0.46609 0.02066
C 3.75683 -0.37476 -0.12497
N 4.55741 -1.57263 -0.05549
O 3.97887 -2.62526 0.10172
O 5.75820 -1.45052 -0.16086
C 4.37054 0.85446 -0.33646
C 3.59496 1.99476 -0.39838
C 2.20852 1.93196 -0.25597
C 1.36191 3.15285 -0.31038
C -3.43452 0.25436 1.17116
S -4.82378 0.56633 0.21194
H -5.22004 -0.53489 -2.67636
H -6.31640 -1.36791 -1.57592
H -4.92036 -2.23169 -2.25748
H -1.24151 -0.92464 2.19681
H -1.52440 -2.47707 1.34737
H -0.61692 -1.44659 -0.60252
H 1.90946 -1.42240 0.19470
H 5.44380 0.89514 -0.44600
H 4.06619 2.95257 -0.55789
H 0.79519 3.24457 0.61530
H 0.63108 3.05717 -1.11226
H 1.96189 4.04564 -0.46386
H -3.15611 0.90473 1.97395
```

For the frontier orbital gap, the calculation gives 8.4 eV. Its SMILES is Cc1nc(CNS(=O)(=O)c2cc([N+](=O)[O-])ccc2C)cs1. Its charge is 0. The LUMO energy is -0.66 eV. The HOMO energy comes out at -9.0585 eV.


On energetic grounds, model two is preferred over the next structure by 136.6 kJ/mol.


Model one:
Computed, not measured: 2 unconnected molecules or ions with the total composition C4H10N3O2, with ωB97M-V with the def2-TZVPD basis set.

```
19
Properties=species:S:1:pos:R:3
C -0.96673 2.03355 0.76744
C -1.59504 0.91493 0.82700
C 1.20165 -0.24813 -0.48511
C -0.75323 -1.75430 -0.10214
N 1.90716 0.43997 -1.36919
N 0.12967 -1.00172 -0.84485
N -0.40615 -2.26678 1.01672
O 1.37375 0.05563 0.75555
O -0.16968 -0.87920 -2.19562
H -0.37942 2.36702 1.72626
H -1.29498 2.84466 0.10188
H -1.39255 0.27797 1.63574
H -2.35815 0.44743 0.02180
H 1.78606 0.48619 -2.35483
H 2.35666 1.30778 -1.00589
H 2.04264 0.78377 0.87590
H 0.50014 -1.86230 1.53530
H -0.90719 -3.02369 1.53677
H -1.07461 -0.92278 -2.44274
```

For the frontier orbital gap, the calculation gives 8.9 eV. Its charge is +1. The LUMO energy is -4.10 eV. The HOMO energy comes out at -12.9863 eV.


Model two:
Computed, not measured: 2 unconnected molecules or ions with the total composition C4H10N3O2, with ωB97M-V with the def2-TZVPD basis set.

```
19
Properties=species:S:1:pos:R:3
C -2.18761 0.28536 0.84006
C 1.51221 1.63337 -0.48367
C -1.52307 -0.69583 -0.11531
C 0.12688 1.05507 -0.72190
N 3.50618 -2.93536 0.66008
N -0.09888 -0.32252 -0.23532
N 0.87108 -1.01940 0.21862
O 2.48336 -3.31401 0.46653
O 0.80230 -2.14901 0.61430
H -3.16307 -0.17928 1.18707
H -1.54369 0.43427 1.70070
H -2.31569 1.28081 0.36795
H 2.25009 0.94587 -1.03180
H 1.63627 2.61859 -0.89953
H 1.78505 1.67536 0.53346
H -1.51652 -1.72218 0.17902
H -1.93907 -0.51840 -1.15365
H -0.62102 1.72868 -0.37273
H -0.06479 1.19861 -1.75386
```

For the frontier orbital gap (alpha / beta), the calculation gives 8.5 / 6.3 eV. Its charge is +1. The LUMO energy (alpha / beta) is -6.01 / -7.01 eV. The HOMO energy (alpha / beta) comes out at -14.5072 / -13.2929 eV.


On energetic grounds, model one is preferred over the next structure by 127.9 kJ/mol.


Model one:
Computed, not measured: 8 unconnected molecules or ions with the total composition H15O7S, with ωB97M-V with the def2-TZVPD basis set.

```
23
Properties=species:S:1:pos:R:3
S -2.90295 -0.88198 0.15748
H -3.59996 -1.63399 1.07662
H -1.07770 -1.97472 -0.01587
H -0.31274 -3.16546 0.53414
O -0.14412 -2.31304 0.22635
H 0.05524 -1.56551 1.80896
H -0.12483 -0.05856 2.18266
O 0.38939 -0.84250 2.37094
H 1.90949 -0.16085 1.19994
H 2.02771 1.02924 0.27031
O 2.36306 0.20251 0.50012
H 0.69607 1.78197 -0.92368
H -0.13125 2.55707 0.03912
O 0.74728 2.18062 -0.10852
H 1.04091 0.02792 -2.12135
H -0.06798 0.70990 -2.82487
O 0.74865 0.89250 -2.39010
H -2.21176 1.88806 0.14533
H -1.94157 2.97889 1.10897
O -1.86465 2.76319 0.19514
H 0.87498 -2.01092 -0.99909
H 1.98122 -0.92858 -0.94640
O 1.54551 -1.47574 -1.48619
```

For the frontier orbital gap, the calculation gives 7.7 eV. Its charge is -1. The LUMO energy is 3.40 eV. The HOMO energy comes out at -4.2669 eV.


Model two:
Computed, not measured: 8 unconnected molecules or ions with the total composition H15O7S, with ωB97M-V with the def2-TZVPD basis set.

```
23
Properties=species:S:1:pos:R:3
S -3.20157 -0.20642 0.20806
H -2.93695 0.83916 -0.61670
H -1.57185 -1.47560 0.20377
H -1.28075 -2.99557 0.09793
O -0.81762 -2.15910 0.19774
H -0.06061 -1.23251 2.33130
H 0.33622 0.12815 1.93075
O 0.75108 -0.78144 2.06909
H 3.41355 -0.84524 0.26127
H 2.06835 -0.49293 1.01329
O 2.76372 -0.15764 0.40305
H -0.05028 2.09956 -1.26378
H 1.12025 2.12158 -0.21428
O 0.39941 2.66331 -0.58538
H 0.06944 0.21508 -2.03140
H -1.49589 0.46211 -2.02224
O -0.64627 0.77751 -2.36365
H -0.10260 1.90871 0.83496
H -1.39982 1.23119 1.26893
O -0.53654 1.52521 1.61444
H 0.35992 -1.56407 -1.01007
H 1.71091 -0.91268 -0.80958
O 1.10792 -1.14836 -1.51750
```

For the frontier orbital gap, the calculation gives 7.7 eV. Its charge is -1. The LUMO energy is 3.29 eV. The HOMO energy comes out at -4.3703 eV.


On energetic grounds, model two is preferred over the next structure by 75.6 kJ/mol.


Model one:
Computed, not measured: C2H4FNO3 in the gas phase, with ωB97M-V with the def2-TZVPD basis set.

```
11
Properties=species:S:1:pos:R:3
O 0.72230 1.34487 -0.11660
N 1.41368 0.33325 0.03162
C 2.69073 0.39599 -0.21797
F 3.40034 -0.71858 -0.23045
O 0.56460 -0.91867 0.02736
C -1.00438 -0.61521 0.14371
O -1.38904 -0.06285 -0.95361
H 3.13466 1.38311 -0.19256
H -1.18751 -0.04392 1.12749
H -1.19128 -1.64159 0.14023
H -1.25453 0.93343 -1.02775
```

For the frontier orbital gap, the calculation gives 9.7 eV. Its SMILES is [O-]/[N+](=C/F)OCO. Its charge is 0. The LUMO energy is 0.73 eV. The HOMO energy comes out at -8.9804 eV.


Model two:
Computed, not measured: C2H4FNO3 in the gas phase, with ωB97M-V with the def2-TZVPD basis set.

```
11
Properties=species:S:1:pos:R:3
C -0.09444 0.18073 -0.65253
C -1.15642 -0.52509 0.22181
O -0.79424 -0.43963 1.55397
F -1.52374 -1.72733 -0.21011
N -2.30704 0.39714 -0.05719
O -3.07309 0.05100 -0.95166
O -2.47462 1.31926 0.68202
H -0.43444 1.14096 -1.04178
H 0.77131 0.25600 -0.05143
H 0.01007 -0.57132 -1.39249
H -1.07244 -1.32028 1.96230
```

For the frontier orbital gap, the calculation gives 11.3 eV. Its SMILES is C[C@](O)(F)[N+](=O)[O-]. Its charge is 0. The LUMO energy is 0.28 eV. The HOMO energy comes out at -11.0357 eV.


On energetic grounds, model two is preferred over the next structure by 197.5 kJ/mol.